Entry 1:
Computed, not measured: an isolated molecule of C4H11NSi, with wB97M-V/def2-TZVPD.

XYZ file:
```
17
Properties=species:S:1:pos:R:3:forces:R:3:lowdin_spin:R:1
C -2.37219 0.02027 -1.07582 -3.7 -2.2 -5.0 0.849
C -1.56424 0.45623 -0.09123 4.9 4.9 7.7 0.818
C 0.34109 -1.61646 -0.15313 0.5 1.4 0.8 0.037
C 0.90750 0.84834 1.70168 1.5 -0.2 -1.5 0.004
N 1.49591 0.87613 -1.16703 0.5 -1.8 -0.9 0.021
Si 0.32545 0.31415 0.04548 -0.1 -1.9 -1.1 0.114
H -3.42339 -0.03443 -1.03803 -1.0 -0.1 0.2 0.054
H -1.88645 -0.50831 -1.83319 0.2 -0.7 -1.6 0.050
H -2.02394 1.12071 0.73346 0.6 -0.9 -1.3 0.037
H 1.28543 -2.03067 -0.41330 0.9 -0.3 -0.4 0.007
H 0.07731 -2.07840 0.77496 -0.1 -0.1 1.0 0.001
H -0.40198 -1.99684 -0.79312 -0.9 -0.3 -1.3 0.004
H 1.98825 0.82405 1.83479 0.1 -0.3 -0.3 0.000
H 0.65300 1.84672 1.79371 -0.7 2.3 0.5 0.001
H 0.47626 0.31353 2.46378 -1.2 -1.3 1.9 0.002
H 1.91193 0.03514 -1.69272 -0.9 2.0 1.0 0.001
H 2.21005 1.60984 -1.09028 -0.8 -0.5 0.2 0.001
```
Forces are in eV/Å.

As for the spin multiplicity: 3. Its expectation value of S² is 2.005. As for the lowest unoccupied orbital energy (spin up / spin down): 0.96 / -2.29 eV. The energy above the lowest of the compared OMol25 structures with the same formula, charge and spin comes out at 0.0 kJ/mol. The HOMO energy (spin up / spin down) comes out at -5.8 / -9.2 eV. The calculation puts the total energy at -503.0965 Eh.

=====

Entry 2:
Computed, not measured: an isolated molecule of C5H11NO, with wB97M-V/def2-TZVPD.

XYZ file:
```
18
Properties=species:S:1:pos:R:3:forces:R:3:lowdin_charge:R:1
C 0.37110 -2.40764 -0.39906 0.0 0.0 0.0 -0.109
C 0.44183 -1.41946 0.75665 0.0 0.0 0.1 -0.264
C 1.08082 -0.08040 0.41112 0.1 -0.2 0.2 -0.206
N 0.37257 0.72492 -0.59835 -0.1 0.2 0.0 0.032
C -0.96765 1.03821 -0.37555 -0.2 0.0 0.1 -0.524
C -1.24716 2.52204 -0.24268 -0.1 0.1 0.0 -0.008
O -1.82758 0.19509 -0.21924 0.3 0.3 0.0 0.067
H -0.04362 -3.35784 -0.04795 0.1 0.1 -0.1 0.071
H -0.28417 -2.02137 -1.18374 0.1 -0.1 0.1 0.069
H 1.35696 -2.60599 -0.83653 -0.1 0.0 0.1 0.072
H -0.56866 -1.24970 1.13619 0.2 0.0 0.0 0.094
H 1.02839 -1.83306 1.58716 0.0 0.0 -0.1 0.108
H 1.16975 0.51063 1.33842 0.0 -0.1 -0.1 0.116
H 2.09738 -0.23927 0.03129 -0.2 0.0 0.0 0.117
H 0.91693 1.55273 -0.81618 -0.1 -0.1 0.1 0.116
H -0.82602 3.11034 -1.06343 0.0 -0.1 0.0 0.080
H -0.75373 2.85104 0.68069 -0.1 0.0 -0.1 0.087
H -2.31715 2.70974 -0.15879 0.1 -0.1 -0.1 0.081
```
Forces are in eV/Å.

As for the spin multiplicity: 1. Its SMILES is CCCNC(C)=O. As for the lowest unoccupied orbital energy: 0.85 eV. The energy above the lowest of the compared OMol25 structures with the same formula, charge and spin comes out at 48.9 kJ/mol. The HOMO energy comes out at -9.5 eV. The calculation puts the total energy at -327.1127 Eh.

=====

Entry 3:
Computed, not measured: a 15-piece molecular cluster, C42H78Cl30N2O2 overall, with wB97M-V/def2-TZVPD.

XYZ file:
```
154
Properties=species:S:1:pos:R:3:forces:R:3:lowdin_charge:R:1
C 2.76202 4.02449 2.24454 0.5 -0.8 -1.1 -0.136
C 3.14453 2.49862 2.10350 0.2 0.1 0.9 -0.260
C 2.24266 1.52868 2.95601 0.6 -1.0 -0.2 -0.186
C 1.38036 0.53156 2.05841 1.0 0.4 0.4 -0.249
C 2.39405 -0.53922 1.52314 0.4 0.4 -0.1 -0.067
C 0.15596 -0.03709 2.86601 -0.6 0.2 -0.9 -0.384
C -1.07174 0.95792 2.65772 0.5 -0.3 -0.7 -0.198
N -0.80414 2.32193 3.14178 -0.3 -0.5 -0.3 0.036
O 0.57797 -0.14639 4.24365 -1.1 0.7 -0.1 -0.226
C -0.45455 -0.16536 5.18180 0.3 -0.6 0.6 -0.549
Cl 0.22716 -1.09655 6.61928 -0.4 0.6 -0.5 0.579
C -0.37902 -1.46744 2.38312 -0.7 0.7 0.5 -0.520
Cl 0.56997 -2.76952 3.23683 -0.5 0.3 -0.4 0.679
N -0.44790 -1.59512 0.92014 0.1 -0.6 0.4 -0.163
C 0.09567 -2.86700 0.40368 -0.4 -0.4 -1.7 -0.243
C -0.05502 -3.06139 -1.16458 1.0 -1.5 0.6 -0.162
C 0.61383 -4.48640 -1.46200 -0.2 0.9 -0.2 -0.201
C 1.24286 -4.57485 -2.89290 0.4 -0.3 0.1 -0.217
C 2.56253 -3.75185 -3.05247 0.7 0.1 -0.6 -0.206
C 3.21635 -3.91053 -4.49559 -0.6 -0.2 -0.1 -0.198
C 3.13961 -2.58796 -5.33091 0.8 -0.6 -0.3 -0.216
C 4.24545 -2.44710 -6.43511 0.2 1.0 -0.4 -0.246
C 4.29161 -0.90751 -6.81227 -0.1 -1.0 -0.1 -0.228
C 5.31138 -0.57061 -7.95212 -0.4 -0.3 0.4 -0.199
O 5.02446 0.66777 -8.62885 0.1 -0.1 0.8 -0.223
C 4.46306 1.62449 -7.73551 -1.0 1.2 -0.8 -0.161
C -1.75764 -1.24764 0.35044 -0.5 1.0 -0.8 -0.146
C -1.62516 -0.17044 -0.79555 -0.9 0.6 -0.8 -0.173
C -2.88407 0.41858 -1.27673 1.7 0.9 -1.1 -0.062
C -2.82688 1.45241 -2.27944 2.0 -1.0 0.9 -0.047
C -1.54187 1.88263 -2.79301 0.2 -0.3 -0.3 -0.248
C -1.54176 3.03434 -3.84036 -0.1 0.2 1.6 -0.112
C -0.29448 1.29189 -2.37460 -2.3 -1.1 1.4 -0.021
C -0.36694 0.24517 -1.34908 -1.2 0.9 -0.6 -0.037
H 2.09683 4.28529 1.38428 0.3 0.1 1.0 0.072
H 2.29562 4.21967 3.23076 0.1 0.0 -0.8 0.026
H 3.70950 4.61384 2.15278 -0.9 -0.2 0.1 0.060
H 4.19376 2.39652 2.48747 -0.9 0.0 -0.4 0.055
H 3.18216 2.14118 1.04626 -0.2 0.5 0.7 0.100
H 1.64205 2.04630 3.73116 0.4 -0.1 -0.7 0.079
H 2.94865 0.85568 3.51654 -0.7 0.6 -0.2 0.111
H 1.02179 1.11701 1.17353 0.0 -0.6 0.8 0.136
H 2.00436 -1.03036 0.60609 0.3 0.1 0.8 0.053
H 3.33918 -0.01574 1.21528 -0.8 -0.3 0.2 0.081
H 2.71394 -1.26835 2.30929 -0.5 0.5 -0.7 0.076
H -2.04120 0.52743 3.02461 0.7 0.1 0.0 0.108
H -1.18133 1.03916 1.54142 0.0 -0.1 1.0 0.118
H -1.66071 2.85578 3.01627 0.3 0.1 0.3 0.078
H -0.50082 2.34657 4.11039 -0.3 0.0 -0.2 0.054
H -1.36402 -0.71270 4.87382 0.5 0.2 0.0 0.077
H -0.73886 0.82848 5.59294 0.3 -0.6 -0.3 0.086
H -1.42550 -1.56754 2.79104 0.9 -0.1 -0.2 0.106
H 1.19920 -2.94225 0.56654 -1.1 0.1 0.4 0.092
H -0.44465 -3.75190 0.84800 0.7 0.7 -0.1 0.120
H -1.11355 -3.15869 -1.48465 0.7 0.6 0.0 0.108
H 0.53805 -2.32238 -1.74289 -0.8 -0.2 0.4 0.088
H 1.44221 -4.62463 -0.72681 -0.5 -0.1 -0.5 0.104
H -0.15172 -5.28198 -1.27047 0.7 0.5 -0.3 0.113
H 0.54636 -4.27498 -3.71526 0.3 -0.2 0.8 0.118
H 1.51639 -5.64734 -3.09122 -0.3 0.9 0.1 0.113
H 2.43105 -2.64884 -2.90446 -0.2 -0.9 0.1 0.096
H 3.33888 -4.08048 -2.32084 -0.8 0.2 -0.2 0.108
H 4.27127 -4.27699 -4.43762 -0.7 0.4 0.1 0.085
H 2.64994 -4.71365 -5.04237 0.6 0.6 0.4 0.110
H 2.15357 -2.54889 -5.85483 0.6 0.3 0.6 0.120
H 3.26773 -1.71100 -4.64082 -0.3 -0.7 -0.6 0.102
H 4.04210 -3.04312 -7.36134 -0.1 0.4 0.8 0.119
H 5.27107 -2.73006 -6.09249 -1.2 -0.1 -0.3 0.005
H 4.55737 -0.35601 -5.87989 -0.3 -0.3 -0.7 0.085
H 3.23612 -0.63852 -7.07777 1.0 0.0 0.0 0.103
H 5.26352 -1.36845 -8.73341 0.2 0.6 0.6 0.128
H 6.34745 -0.51168 -7.51583 -0.8 -0.2 -0.4 0.127
H 3.34424 1.44650 -7.67964 1.5 0.2 0.4 0.037
H 4.95249 1.67937 -6.73681 -0.4 -0.3 -0.6 0.096
H 4.56971 2.64699 -8.19035 0.1 -0.9 0.2 0.094
H -2.45538 -0.76123 1.08450 0.9 -0.6 -0.2 0.113
H -2.33567 -2.13558 -0.03206 0.7 0.6 0.3 0.130
H -3.91319 0.13502 -0.93807 2.2 0.0 -0.2 -0.045
H -3.72507 1.96525 -2.67342 0.5 -0.5 0.4 0.094
H -2.22100 3.83098 -3.43170 0.8 -0.8 -0.7 -0.021
H -0.51908 3.48111 -3.84102 -0.8 -0.4 -0.5 0.058
H -1.90877 2.74939 -4.84636 0.5 0.0 0.7 0.053
H 0.68228 1.60765 -2.79008 -0.8 -0.2 0.3 0.083
H 0.55316 -0.24230 -0.97725 -0.7 0.5 -0.2 0.084
C -7.14205 -0.19856 -1.75924 -0.2 -0.1 0.0 -0.978
Cl -6.48765 -0.20506 -3.40008 0.0 0.0 0.0 0.522
Cl -5.90115 0.23568 -0.57506 -1.2 0.0 0.3 0.592
H -7.94867 0.52605 -1.70409 0.1 0.0 0.0 0.028
H -7.51859 -1.18983 -1.52541 0.1 0.0 0.0 0.029
C -4.05577 6.78539 -3.12136 -0.1 0.1 0.0 -1.008
Cl -2.72027 7.20866 -4.19911 0.0 0.1 0.0 0.508
Cl -3.78548 5.22003 -2.34655 -0.4 0.2 0.3 0.559
H -4.14293 7.54739 -2.35290 0.1 -0.1 0.0 0.025
H -4.97305 6.73725 -3.70020 0.1 -0.1 0.0 0.026
C 1.51203 3.38335 -6.18841 0.1 0.1 0.0 -0.994
Cl -0.12812 3.63407 -6.78149 0.1 0.2 -0.3 0.550
Cl 1.76511 1.69583 -5.73992 -0.1 -0.1 0.3 0.559
H 2.21676 3.65408 -6.96988 -0.1 -0.1 0.0 0.021
H 1.67300 4.00749 -5.31397 -0.1 -0.1 0.0 0.029
C 5.57106 1.92288 -11.91490 0.0 -0.1 0.2 -1.031
Cl 5.46866 0.75024 -13.23454 0.1 -0.1 0.0 0.496
Cl 4.69483 3.40889 -12.30735 0.0 0.1 0.1 0.489
H 5.13865 1.48469 -11.01906 0.0 0.0 -0.1 0.002
H 6.61465 2.16550 -11.74000 -0.1 0.0 -0.1 0.027
C -1.69062 -4.09230 7.08720 0.0 0.1 0.1 -1.023
Cl -1.42146 -4.99652 8.58587 0.0 0.0 0.0 0.504
Cl -1.58343 -5.14562 5.67111 -0.2 0.1 -0.1 0.528
H -2.67916 -3.64300 7.11712 0.0 -0.1 0.0 0.018
H -0.93411 -3.32051 7.01203 0.0 -0.1 -0.1 -0.059
C 1.88866 -6.30488 5.64437 -0.1 0.1 0.1 -1.040
Cl 2.22904 -8.03737 5.74024 0.0 0.0 0.1 0.498
Cl 2.71623 -5.55979 4.27189 0.0 0.1 0.0 0.494
H 0.81806 -6.16255 5.52825 0.2 -0.1 -0.1 -0.048
H 2.22782 -5.82890 6.55947 0.1 -0.1 -0.1 0.028
C -5.45089 -0.11151 4.93491 -0.1 -0.1 0.0 -1.067
Cl -5.72826 0.51572 3.31121 0.0 0.1 0.0 0.491
Cl -4.81849 -1.76769 4.88079 0.1 -0.1 0.1 0.507
H -4.73302 0.52616 5.44405 0.0 -0.1 -0.1 0.027
H -6.39506 -0.11113 5.47714 0.5 -0.3 -0.5 -0.096
C -7.89653 -3.37164 3.05347 -0.1 0.0 0.0 -1.075
Cl -7.97771 -4.42343 1.63553 0.0 -0.1 0.0 0.510
Cl -8.58719 -1.78054 2.70934 0.0 0.1 0.1 0.495
H -8.46318 -3.82949 3.86068 0.0 0.2 -0.5 -0.091
H -6.85716 -3.25371 3.34543 -0.1 0.1 -0.1 -0.011
C -7.84478 3.00880 6.68618 -0.1 0.3 0.0 -0.993
Cl -7.64573 1.25015 6.63131 -0.5 0.4 0.5 0.592
Cl -6.79578 3.81018 5.51501 0.0 -0.1 0.1 0.496
H -8.87800 3.25282 6.45851 0.1 -0.1 -0.1 0.032
H -7.59310 3.35985 7.68228 0.1 -0.1 -0.1 0.023
C -7.91593 7.87366 6.22150 0.0 0.1 -0.1 -1.015
Cl -8.13668 6.74089 7.56298 0.0 0.1 0.1 0.499
Cl -7.61601 7.02464 4.70180 0.0 0.2 -0.1 0.489
H -8.81497 8.47325 6.11749 0.0 -0.1 0.0 0.026
H -7.06733 8.51472 6.43958 0.0 -0.2 0.0 0.027
C 7.43678 -3.37057 -3.90945 0.1 0.0 0.1 -0.985
Cl 7.35605 -4.57021 -5.20581 0.0 -0.1 0.0 0.525
Cl 6.58009 -1.88769 -4.34858 0.4 0.2 0.5 0.591
H 6.98148 -3.78727 -3.01596 -0.1 0.0 -0.1 0.028
H 8.47790 -3.13096 -3.71659 -0.1 0.0 -0.1 0.026
C -7.75108 -6.18781 6.95266 0.0 -0.1 0.2 -1.001
Cl -8.20162 -4.91246 5.81015 0.1 -0.2 0.4 0.577
Cl -8.83384 -7.57700 6.82298 0.1 0.0 0.1 0.514
H -6.73911 -6.50962 6.73699 0.0 0.0 -0.1 0.028
H -7.80613 -5.79096 7.96178 -0.1 0.0 -0.1 0.027
C 5.67904 3.62895 5.51167 0.0 0.1 0.2 -0.973
Cl 6.51475 2.63967 4.30587 0.1 -0.1 0.1 0.558
Cl 3.92914 3.57185 5.28506 0.1 0.0 0.2 0.595
H 5.91984 3.25365 6.50156 0.0 -0.1 -0.1 0.027
H 6.01268 4.65807 5.41538 0.0 -0.1 -0.1 0.030
C 7.86942 4.71730 1.77538 0.1 -0.1 0.1 -1.046
Cl 7.92979 6.48007 1.91104 0.1 0.0 0.1 0.495
Cl 6.90466 4.21142 0.38371 0.0 -0.1 0.0 0.499
H 8.88056 4.33848 1.65958 -0.1 0.1 -0.1 0.028
H 7.42156 4.31078 2.67710 0.0 0.1 -0.2 -0.065
```
Forces are in eV/Å.

As for the spin multiplicity: 1. As for the lowest unoccupied orbital energy: 0.12 eV. The HOMO energy comes out at -8.3 eV. The calculation puts the total energy at -15712.6716 Eh.

=====

Entry 4:
Computed, not measured: an isolated ion of composition C3H6NO and charge +1, with wB97M-V/def2-TZVPD.

XYZ file:
```
11
Properties=species:S:1:pos:R:3:forces:R:3:lowdin_charge:R:1
C 0.66309 -1.37865 -1.12904 0.1 0.1 0.4 0.417
C -0.26869 1.13426 0.09437 0.3 -0.3 2.5 -0.167
C -0.23665 -1.29703 -0.20774 -1.4 2.6 2.2 -0.135
N -0.67104 -0.23971 0.54701 3.9 1.0 -3.6 0.045
O 1.04445 1.10228 -0.43267 -1.6 -0.8 -1.3 0.013
H 1.10610 -1.61968 -2.06394 0.3 0.1 -0.5 0.102
H -1.11143 1.35370 -0.57604 1.2 1.0 -0.5 0.149
H -0.25323 1.77480 1.04726 -0.4 -0.7 -1.5 0.170
H -0.78640 -2.11062 0.18491 -0.1 -2.0 -0.4 0.166
H -1.28939 -0.23016 1.26563 -2.2 -1.1 2.4 0.110
H 1.72505 1.10791 0.24899 -0.1 0.0 0.3 0.130
```
Forces are in eV/Å.

As for the spin multiplicity: 1. The net charge is +1. As for the lowest unoccupied orbital energy: -7.13 eV. The energy above the lowest of the compared OMol25 structures with the same formula, charge and spin comes out at 368.0 kJ/mol. The HOMO energy comes out at -14.8 eV. The calculation puts the total energy at -247.4759 Eh.

=====

Which formula does entry 2 have? C5H11NO